No. 1
Below is a structure of composition C10H48BN2O13Zr, with properties calculated with ωB97M-V/def2-TZVPD.

multiplicity = 1
charge = +1

XYZ file:
```
75
Properties=species:S:1:pos:R:3:forces:R:3:lowdin_charge:R:1
Zr -2.640334 -0.437978 1.356095 -3.8 -0.2 -3.6 1.91
B -0.335437 -0.899392 1.134707 2.3 -1.0 -0.6 -0.45
H -0.308470 -1.935572 0.631620 -0.1 -1.0 -0.8 0.03
H -0.951995 -1.011693 2.059495 -0.5 -0.5 2.7 -0.05
H 0.727253 -0.536450 1.384213 1.0 0.6 0.5 0.03
H -0.825567 -0.160241 0.440905 -1.0 1.7 -1.5 -0.03
O -4.782908 -0.753023 1.146487 3.1 0.8 0.0 -0.39
C -5.261987 -0.877702 -0.194662 0.4 -0.3 0.6 -0.28
C -4.148844 -1.261286 -1.217846 0.9 0.9 -0.2 -0.26
O -2.786350 -1.106146 -0.775424 -0.5 0.2 3.1 -0.41
H -5.708795 0.071329 -0.501740 0.0 0.0 0.0 0.10
H -6.056563 -1.627388 -0.197060 0.0 0.0 -0.1 0.11
H -4.230978 -0.510905 -2.011294 -0.3 -0.4 -0.4 0.10
H -4.248583 -2.264807 -1.634371 -0.3 0.0 0.1 0.11
C 3.364970 0.499747 -0.185476 -0.7 -1.1 1.0 -0.04
C 3.065232 -0.578805 -1.238111 0.0 0.3 0.1 -0.42
C 3.559428 -1.991172 -0.858583 2.1 1.2 0.5 -0.21
O 3.303262 -3.031866 -1.766073 -1.0 0.4 0.3 -0.17
C 3.616092 -2.707860 -3.107566 -0.4 0.1 -0.2 -0.10
N 1.622297 -0.563250 -1.494877 -0.2 -0.1 -0.3 0.06
H 3.099446 1.506277 -0.498959 0.3 0.0 -0.4 0.06
H 4.359071 0.440556 0.255603 0.2 0.2 -0.4 0.09
H 2.679905 0.296878 0.649317 0.1 0.1 0.1 0.05
H 3.606243 -0.238344 -2.123194 -0.2 -0.2 -0.3 0.12
H 3.301951 -2.216305 0.180112 -0.9 -0.5 -0.3 0.12
H 4.655142 -1.919182 -0.743117 0.1 0.2 -0.3 0.13
H 3.162913 -1.777146 -3.465807 0.0 0.1 0.3 0.08
H 3.136068 -3.467899 -3.720263 0.5 -0.3 0.0 0.10
H 4.693990 -2.621399 -3.257080 0.1 -0.2 -0.1 0.10
H 1.369226 -1.404679 -2.012626 -0.1 0.2 -0.1 0.06
H 1.121073 -0.675020 -0.615851 0.3 0.0 0.0 0.02
C 0.330519 3.446688 0.324712 2.1 0.6 0.7 -0.05
C -0.064669 3.277048 -1.123692 -1.0 -0.3 0.2 -0.39
C 0.969522 3.760079 -2.133687 0.9 -0.6 1.0 -0.23
O 1.117930 5.150519 -2.057235 0.0 -0.4 -0.4 -0.17
C 2.157265 5.607558 -2.908668 -0.7 0.7 -0.3 -0.09
N -0.395103 1.856613 -1.360824 -0.3 -0.3 -0.6 0.04
H 0.869500 4.389016 0.485306 -0.5 0.3 -0.3 0.09
H 1.140483 2.770437 0.631382 -0.3 -0.5 -0.2 0.07
H -0.425400 3.414586 1.104327 -0.5 -0.2 -0.4 0.07
H -1.018755 3.810626 -1.203221 0.2 0.2 -0.6 0.14
H 0.841600 3.307989 -3.126975 -0.7 0.7 -0.3 0.13
H 1.924528 3.276567 -1.853128 0.1 0.1 0.3 0.12
H 2.276638 6.666551 -2.680230 0.4 -0.1 0.2 0.09
H 1.823338 5.587610 -3.953025 0.2 -0.3 0.0 0.09
H 3.080269 5.037379 -2.787361 0.0 0.1 0.1 0.09
H 0.444592 1.282762 -1.511779 0.1 -0.1 0.7 0.06
H -0.822429 1.751826 -2.283947 -0.2 0.3 0.2 0.11
O 1.208359 -3.077539 2.423563 -0.3 0.2 -0.1 -0.08
H 1.642046 -3.761642 1.901532 0.0 0.1 0.1 0.04
H 0.658863 -2.576438 1.784651 0.5 -0.5 0.3 -0.04
O -1.370750 -4.417182 -0.024259 -0.1 0.1 -0.4 -0.05
H -0.558987 -4.904271 0.149737 -0.1 0.0 0.1 0.06
H -1.226623 -4.009720 -0.903676 0.0 -0.1 0.1 0.03
O -0.790120 -2.733483 -2.278135 0.0 0.0 0.2 -0.05
H -1.240621 -2.708838 -3.129637 0.0 0.0 0.1 0.07
H -1.226950 -2.045755 -1.746370 -0.3 0.1 0.0 0.01
O 1.327751 1.500872 3.152316 0.2 -0.2 0.1 -0.04
H 1.624046 1.790668 4.023503 0.0 0.1 -0.1 0.07
H 1.768336 0.651529 3.006663 -0.1 0.1 -0.1 0.05
O -2.614629 -2.629609 1.592129 -0.5 -0.9 -0.1 -0.15
H -2.466755 -3.208098 0.807392 0.4 0.1 0.1 0.07
H -2.500264 -3.208717 2.354936 0.1 0.2 0.0 0.11
O -2.569336 1.495833 0.211118 0.4 0.2 0.0 -0.18
H -3.142049 2.186837 -0.138828 -0.3 -0.2 0.2 0.10
H -1.693987 1.564476 -0.342283 0.0 -0.1 -0.1 0.04
O -2.904387 -0.793688 3.528620 -0.8 -0.1 1.2 -0.13
H -2.262534 -0.635798 4.264794 0.3 -0.1 -0.4 0.06
H -3.733693 -1.075725 3.948697 0.0 0.0 -0.4 0.12
O -1.388677 1.242822 2.702707 -0.1 0.2 -0.5 -0.13
H -0.422624 1.360719 2.533853 -0.4 -0.1 0.3 0.04
H -1.513047 1.488235 3.624560 0.0 -0.1 0.0 0.08
O -0.655028 -0.573070 4.937188 0.2 -0.2 0.2 -0.03
H -0.111142 -1.341390 4.701434 -0.1 0.1 -0.1 0.09
H -0.243774 -0.214160 5.733267 -0.2 -0.1 0.0 0.08
```
Positions in Å, forces in eV/Å.

No. 2
Below is the ion C2HCl2O4P with charge -2, with properties calculated with ωB97M-V/def2-TZVPD.

multiplicity = 1
charge = -2
structure (SMILES) = O=C(Cl)[C@@H](Cl)P(=O)([O-])[O-]

XYZ file:
```
10
Properties=species:S:1:pos:R:3:forces:R:3:nbo_charge:R:1
O 1.725710 0.893125 1.427688 -0.8 -1.4 -0.7 -0.60
C 1.424905 0.313596 0.408051 0.2 0.4 0.0 0.59
Cl 2.365918 1.027655 -1.050252 0.0 -0.3 -0.6 -0.27
C 0.469453 -0.709097 0.028908 0.4 1.6 -1.2 -0.74
Cl 0.012998 -1.681905 1.288519 -0.3 -2.6 3.4 -0.03
P -1.428809 0.331382 -0.254448 -0.3 0.6 -1.3 2.41
O -2.006057 0.285104 1.124614 0.1 0.5 0.1 -1.19
O -1.939480 -0.684137 -1.232976 -0.3 -0.8 -0.2 -1.24
O -0.976664 1.611405 -0.904378 0.0 0.3 0.7 -1.21
H 0.352023 -1.387125 -0.835726 1.1 1.6 -0.2 0.28
```
Positions in Å, forces in eV/Å.

No. 3
Below is the ion C5H10N with charge +1, with properties calculated with ωB97M-V/def2-TZVPD.

multiplicity = 1
energy above the lowest of the compared OMol25 structures with the same formula, charge and spin = 204.5 kJ/mol
charge = +1
structure (SMILES) = C=C[N+](=C)CC

XYZ file:
```
16
Properties=species:S:1:pos:R:3:forces:R:3:nbo_charge:R:1
C 1.435506 -1.408004 0.987651 -2.1 -0.5 0.3 -0.28
C 1.055629 -0.156087 0.688225 6.6 -2.5 -0.2 -0.11
N -0.167166 0.332510 0.546944 -4.1 2.6 -0.3 -0.24
C -1.061093 0.089065 1.430080 1.5 -2.2 0.4 0.11
C -0.564819 1.217393 -0.675438 3.9 -1.0 -0.5 -0.16
C -0.478984 0.282653 -1.877586 2.5 -0.6 1.3 -0.63
H 2.443285 -1.723548 1.110421 0.8 0.4 -0.1 0.24
H 0.760141 -2.266127 1.161406 -0.1 0.7 -0.2 0.21
H 1.961531 0.448771 0.452634 -1.3 0.4 0.0 0.26
H -2.058075 0.388651 1.426749 -1.4 1.0 -0.6 0.23
H -0.810197 -0.683216 2.166018 0.1 0.7 0.2 0.22
H -1.506386 1.406267 -0.413852 -3.8 1.6 0.6 0.20
H 0.128113 2.095507 -0.739120 -0.8 -0.7 0.3 0.24
H 0.631267 0.180445 -2.059810 -1.2 0.1 -0.5 0.23
H -0.721544 -0.674768 -1.432150 -0.5 -0.5 -0.6 0.21
H -1.047208 0.470487 -2.772173 -0.1 0.5 0.0 0.27
```
Positions in Å, forces in eV/Å.

Across the entries above, max |F| takes the values 0.102; 0.084; 0.137 hartree/bohr, respectively.
Across the entries above, E takes the values -1569.1657; -1639.5944; -250.9274 Ha, respectively.